Entry 1:
{"formula": "C25H13BrCoN6O6S", "method": "ωB97M-V/def2-TZVPD", "e_above_lowest_kcal_mol": 1.2, "total_charge": 1, "molar_mass_g_mol": 664.3, "orbital_gap_ev": 7.43, "total_energy_ha": -6095.413340, "symbols": ["C", "C", "C", "C", "H", "C", "O", "O", "O", "C", "N", "O", "H", "C", "C", "H", "O", "C", "C", "C", "H", "Br", "H", "H", "N", "C", "H", "C", "H", "C", "C", "C", "H", "H", "C", "C", "H", "C", "N", "C", "C", "S", "C", "C", "C", "H", "Co", "C", "H", "N", "N", "N", "O"], "positions_angstrom": [[3.4775, 2.9349, 0.1838], [-4.4207, -4.7697, 0.6410], [-2.1723, -3.2873, 0.3151], [-2.9349, 1.7514, -1.9776], [-3.0192, 3.7078, -2.8668], [-0.3999, 2.3596, -1.2270], [-0.2256, 0.7510, 1.7788], [2.6579, -2.6201, -1.6568], [0.1590, 0.5341, 3.9827], [-2.1420, 0.8519, -1.2651], [-3.3622, -5.3479, 0.0848], [-1.0029, -1.2602, 0.2806], [4.4759, 3.0188, 0.5876], [3.0171, -2.5431, 2.6828], [0.3614, 0.2387, 2.8364], [3.1823, 0.9406, 0.9472], [1.2811, -0.8798, -1.3658], [2.2672, -1.8393, 0.5512], [3.0736, -2.6735, 1.2921], [1.6061, 3.8090, -1.0118], [3.7002, -3.4113, 0.8128], [-5.9638, -2.7055, 1.8467], [-3.2389, -1.6545, 1.2296], [-1.4068, -5.1065, -0.5214], [-0.9790, 5.5897, -2.8666], [0.8681, 4.8109, -1.7587], [3.4302, 4.8979, -0.6969], [-0.4584, 4.5694, -2.2060], [-3.9407, 1.4656, -2.2487], [-4.4179, -3.4453, 1.0617], [-3.2786, -2.6835, 0.8997], [-2.4293, 2.9859, -2.3175], [-2.4965, -0.1234, -0.9642], [2.0919, -1.5209, 4.3601], [2.7561, 1.7621, 0.3876], [1.3939, -0.8182, 2.4656], [-5.3085, -5.3789, 0.7613], [-2.2621, -4.6200, -0.0699], [1.3227, 6.0074, -2.0914], [2.1705, -1.6216, 3.2867], [2.0108, -1.7704, -0.9149], [0.1417, 6.7452, -2.8992], [-1.1248, 3.3091, -1.9340], [2.9028, 3.9696, -0.5217], [0.9537, 2.6056, -0.7661], [2.3786, -2.5332, -2.5835], [0.3236, 0.0564, 0.1392], [-0.8949, -2.5413, 0.0932], [3.6309, -3.1871, 3.2981], [-0.9027, 1.1534, -0.9083], [1.5264, 1.5984, -0.0801], [1.4960, -0.9465, 1.1579], [0.1255, -3.1352, -0.2445]], "nbo_charge": [-0.230, 0.038, -0.208, -0.226, 0.253, 0.251, -0.643, -0.607, -0.546, 0.103, -0.389, -0.713, 0.249, -0.131, 0.740, 0.216, -0.611, 0.104, -0.172, 0.001, 0.259, 0.092, 0.245, 0.217, -0.598, 0.069, 0.255, 0.177, 0.249, -0.142, -0.161, -0.088, 0.249, 0.267, 0.083, 0.129, 0.214, 0.073, -0.580, -0.173, 0.853, 0.994, -0.107, -0.101, 0.156, 0.523, 1.212, 0.805, 0.247, -0.430, -0.406, -0.379, -0.683]}

***

Entry 2:
{"formula": "C25H13BrCoN6O6S", "method": "ωB97M-V/def2-TZVPD", "e_above_lowest_kcal_mol": 37.4, "total_charge": 1, "molar_mass_g_mol": 664.3, "orbital_gap_ev": [6.70, 6.71], "total_energy_ha": -6095.355617, "symbols": ["C", "C", "H", "C", "N", "C", "C", "N", "H", "C", "C", "C", "C", "O", "C", "C", "C", "C", "C", "C", "C", "C", "H", "C", "C", "C", "O", "C", "O", "N", "C", "O", "H", "N", "H", "H", "H", "Co", "O", "O", "C", "H", "S", "N", "Br", "H", "H", "H", "H", "C", "C", "N", "H"], "positions_angstrom": [[-2.3588, -0.5462, 0.6594], [3.8221, -1.0744, -2.3435], [0.6827, -1.1359, 2.9367], [1.1563, 0.9154, 3.4488], [0.6299, 5.1574, -0.7716], [2.5005, -1.3307, -2.0513], [4.3310, -1.4154, -0.0097], [2.1010, -1.4931, -0.7869], [5.0242, -1.5475, 0.8095], [-6.1888, -2.0306, 1.5361], [1.0406, 2.4307, 1.6109], [0.2957, 1.5084, -0.5704], [0.6168, 3.8993, -0.3649], [-2.1479, 0.6512, 0.6728], [-0.8410, 1.6906, -3.0187], [-3.8679, -2.5012, 1.1851], [4.7357, -1.0589, -1.2844], [2.9782, -1.6521, 0.1932], [1.2982, 2.1950, 2.9632], [0.8055, -0.1212, 2.5877], [-0.6881, 0.4727, -2.3602], [2.2945, -2.2647, 1.4116], [-3.0335, -3.1855, 1.1307], [-5.1414, -2.9420, 1.4854], [1.0392, 3.7375, 0.9793], [1.4082, -1.7032, -3.0012], [2.9158, -2.5792, 2.3928], [-0.3740, 2.8469, -2.4332], [0.3461, -2.1091, -2.5873], [-0.0776, 0.3710, -1.1843], [0.7021, 1.3506, 0.8087], [1.7512, -1.6294, -4.2761], [1.5712, 3.0203, 3.6076], [-6.0283, -0.7315, 1.3052], [-7.1917, -2.3664, 1.7724], [-0.4739, 3.8115, -2.9130], [-1.3384, 1.7094, -3.9775], [0.3002, -1.2303, -0.0279], [1.0067, -2.4492, 1.2209], [-1.4444, -1.4582, 0.3770], [-3.6954, -1.1411, 0.9549], [1.0294, -1.9850, -4.8187], [1.1447, 6.0382, 0.4751], [0.6162, 0.0941, 1.2887], [-5.4693, -4.7659, 1.8271], [1.3160, 0.6877, 4.4924], [-4.6818, 0.7578, 0.8457], [4.1419, -0.9467, -3.3677], [5.7778, -0.8477, -1.4829], [0.1863, 2.7625, -1.1584], [-4.8028, -0.3035, 1.0258], [1.3644, 4.8756, 1.5681], [-1.0857, -0.4378, -2.7832]], "nbo_charge": [0.793, -0.177, 0.269, -0.228, -0.579, 0.077, -0.179, -0.447, 0.267, 0.039, -0.088, 0.165, 0.088, -0.655, -0.236, -0.149, -0.129, 0.129, -0.076, 0.097, 0.081, 0.731, 0.248, -0.144, 0.114, 0.779, -0.550, -0.097, -0.591, -0.447, 0.269, -0.639, 0.255, -0.391, 0.214, 0.254, 0.248, 1.345, -0.683, -0.693, -0.212, 0.519, 0.993, -0.391, 0.094, 0.255, 0.215, 0.259, 0.247, -0.003, 0.074, -0.578, 0.244]}

***

Entry 3:
{"formula": "C25H14Cl2N5O5PdS", "method": "ωB97M-V/def2-TZVPD", "multiplicity": 3, "total_charge": -1, "molar_mass_g_mol": 673.8, "orbital_gap_ev": [6.42, 5.73], "total_energy_ha": -3057.633101, "symbols": ["H", "C", "C", "C", "H", "C", "C", "C", "S", "O", "C", "C", "C", "Pd", "C", "C", "H", "C", "C", "N", "Cl", "C", "H", "O", "N", "N", "C", "H", "H", "O", "C", "C", "H", "Cl", "N", "H", "H", "H", "C", "C", "O", "N", "O", "H", "C", "C", "H", "C", "C", "C", "H", "C", "H"], "positions_angstrom": [[-5.6274, -0.1604, 0.1603], [0.8015, -2.3888, 0.0198], [-4.0178, 0.4361, -1.1254], [4.8117, 1.5045, -2.1306], [-4.1032, -0.3675, 2.1568], [0.5013, 4.6022, 1.5384], [-2.6546, 0.6877, -1.1835], [0.3077, 3.2370, 1.2220], [-0.7279, -2.3721, -1.9293], [-2.1262, -2.1085, -1.6790], [-0.5189, 2.4404, 2.1145], [0.4822, -3.8410, -0.2438], [-0.7890, -5.2272, -1.7576], [0.3881, 0.5843, -0.3405], [1.6855, 3.1210, -0.7258], [3.8198, 2.4508, -1.8943], [-0.6698, -7.3279, -1.3581], [-1.3505, 3.1296, 3.0417], [3.4014, -0.0994, -1.0886], [0.2320, -1.5475, -0.9147], [0.0531, 6.8784, 2.8813], [-1.4703, 0.2375, 2.2485], [1.1825, 5.1941, 0.9474], [-0.2830, -2.2444, -3.2951], [2.4509, 0.8035, -0.8850], [-0.4442, 1.1165, 2.0705], [-1.2027, 4.4679, 3.2531], [-2.1749, 0.9611, -2.1132], [-2.0508, 2.5612, 3.6414], [1.5197, -2.0665, 0.9443], [-0.3437, -6.3403, -1.0556], [2.6765, 2.0607, -1.2382], [3.1753, -1.1019, -0.7467], [-2.2201, 5.2533, 4.4278], [-1.8551, 0.5942, -0.1272], [0.8511, -7.0830, 0.5658], [-4.6213, 0.5186, -2.0199], [-1.4437, -5.3216, -2.6154], [-4.5672, 0.0487, 0.0791], [-0.2253, 5.1960, 2.5351], [-1.6530, -0.5134, 3.1838], [0.7725, 2.5920, 0.1341], [1.8354, 4.2826, -1.0564], [5.3713, -0.5452, -1.8160], [0.5122, -6.2000, 0.0368], [4.6109, 0.2160, -1.6952], [3.9163, 3.4880, -2.1880], [-2.3953, 0.2235, 1.0348], [-0.3530, -3.9905, -1.3209], [0.9357, -4.9429, 0.4524], [5.7336, 1.7786, -2.6291], [-3.7371, -0.0681, 1.1837], [1.5980, -4.8080, 1.2995]], "lowdin_spin": [0.000, 0.001, 0.001, -0.003, 0.001, 0.013, 0.003, 0.091, 0.008, 0.000, 0.045, 0.001, 0.001, 0.848, 0.035, 0.003, 0.000, 0.062, 0.003, 0.030, 0.020, 0.032, 0.000, 0.000, 0.058, 0.315, 0.028, 0.000, 0.003, -0.001, 0.000, 0.005, 0.001, 0.001, 0.049, 0.000, 0.000, 0.000, 0.000, 0.082, 0.007, 0.177, 0.052, 0.001, 0.000, 0.004, 0.001, 0.016, 0.004, 0.000, 0.000, 0.004, 0.000]}